Record 1
C6H14N2 in the gas phase in a non-equilibrium geometry, computed with ωB97M-V with the def2-TZVPD basis set.

Structure (XYZ):
```
22
Properties=species:S:1:pos:R:3:forces:R:3
C -2.183 -0.709 -1.618 -0.23 0.95 0.25
C -0.773 -0.224 -1.336 0.98 -1.43 0.90
C -0.261 -0.915 -0.033 -0.93 0.14 0.29
C 0.982 -0.313 0.528 0.80 0.45 -1.48
C 0.847 1.241 0.490 0.84 -0.10 4.87
N 1.924 1.871 0.907 0.70 -0.05 0.37
C 1.320 -0.747 1.947 0.22 1.72 0.42
N -0.693 1.198 -1.131 0.66 -0.10 -0.28
H -2.840 -0.384 -0.806 0.09 -0.61 0.26
H -2.150 -1.782 -1.800 -0.34 0.01 0.16
H -2.621 -0.184 -2.456 0.12 -0.11 -0.67
H -0.132 -0.652 -2.107 0.23 0.40 -0.66
H -0.150 -2.009 -0.079 -0.13 0.26 -0.51
H -1.051 -0.732 0.704 -0.06 -0.11 0.18
H 0.795 1.373 -0.692 -2.55 0.03 -2.64
H 1.728 2.489 1.720 -0.19 0.33 -1.32
H -0.096 1.597 0.893 -0.15 -0.31 0.20
H 2.395 -0.834 2.016 0.21 -0.81 0.11
H 0.735 -1.552 2.353 0.05 -0.63 -0.12
H 1.175 0.115 2.604 -0.45 -0.11 0.17
H -0.838 1.653 -2.023 0.55 0.37 -0.38
H 1.885 -0.498 -0.081 -0.44 -0.29 -0.11
```
Positions in Å, forces in eV/Å.

## Properties
E_LUMO (eV): -0.77
Energy above the lowest of the compared OMol25 structures with the same formula, charge and spin (eV): 5.259
Kohn-Sham gap (eV): 7.44

=====

Record 2
A 2-piece molecular cluster, C6H14N2 overall in a non-equilibrium geometry, computed with ωB97M-V with the def2-TZVPD basis set.

Structure (XYZ):
```
22
Properties=species:S:1:pos:R:3:forces:R:3
C 1.508 1.185 0.457 -0.76 0.51 0.28
C 1.417 -0.144 1.150 0.49 0.12 0.40
C 0.855 -0.279 2.348 0.04 -0.22 0.18
C 1.994 -1.307 0.405 -0.80 0.16 -0.80
H 2.440 1.438 -0.040 0.20 -0.46 -0.09
H 1.312 2.007 1.150 -0.05 -0.12 0.08
H 0.703 1.226 -0.284 0.19 0.05 -0.23
H 0.760 -1.251 2.817 0.09 -0.07 -0.08
H 0.481 0.542 2.945 -0.03 0.21 -0.23
H 1.874 -2.258 0.917 0.37 0.06 0.24
H 3.013 -1.079 0.095 0.17 -0.29 0.23
H 1.435 -1.420 -0.538 0.11 0.06 0.03
C -2.112 -0.712 -0.057 -0.55 -0.06 0.42
N -1.808 -0.396 -1.429 0.06 -0.09 0.11
C -1.635 0.887 -1.834 0.00 -0.14 -0.20
N -0.977 1.191 -2.882 -0.15 0.33 0.20
H -1.261 -0.821 0.618 0.25 0.03 -0.23
H -2.727 0.093 0.350 0.00 0.01 -0.01
H -2.713 -1.619 0.018 0.01 -0.04 -0.14
H -1.350 -1.081 -2.005 0.14 -0.13 0.01
H -2.160 1.601 -1.196 0.07 0.12 0.07
H -1.050 2.197 -3.004 0.13 -0.04 -0.24
```
Positions in Å, forces in eV/Å.

## Properties
SMILES string: [H]/N=C/NC.C=C(C)C
E_LUMO (eV): 0.98
Energy above the lowest of the compared OMol25 structures with the same formula, charge and spin (eV): 1.127
Kohn-Sham gap (eV): 9.82

=====

Record 3
A 2-piece molecular cluster, C6H14N2 overall in a non-equilibrium geometry, computed with ωB97M-V with the def2-TZVPD basis set.

Structure (XYZ):
```
22
Properties=species:S:1:pos:R:3:forces:R:3
C -0.174 1.445 1.096 -0.25 -0.35 -0.05
C 0.010 1.223 -1.308 -0.11 -0.41 0.26
N -0.253 0.547 -0.046 -1.50 -0.47 -0.42
C 1.606 -1.138 0.098 0.19 -2.15 -0.31
C 2.594 -0.849 -0.747 -0.42 0.13 0.27
H 1.740 -1.039 1.165 0.07 0.29 0.17
H -1.015 2.147 1.131 -0.03 0.08 0.01
H 0.748 2.024 1.031 0.03 -0.11 0.04
H -0.175 0.874 2.021 0.11 0.06 0.07
H 0.884 1.862 -1.191 0.07 -0.09 -0.03
H -0.831 1.844 -1.634 -0.08 0.01 0.00
H 0.216 0.483 -2.080 0.13 0.09 -0.05
H 2.489 -0.966 -1.814 0.05 -0.30 -0.13
H 3.522 -0.422 -0.398 0.00 0.27 0.04
C -1.775 -0.945 1.261 0.22 -0.21 -0.07
C -1.259 -0.489 -0.076 0.16 2.19 0.28
N -1.838 -0.951 -1.105 0.27 -0.66 -0.24
H -1.496 -0.625 -2.002 0.08 0.33 0.10
H 0.747 -1.821 -0.157 0.91 1.19 -0.11
H -2.429 -1.796 1.091 0.00 0.02 -0.01
H -0.964 -1.251 1.919 0.06 0.04 0.14
H -2.348 -0.156 1.745 0.05 0.06 0.06
```
Positions in Å, forces in eV/Å.

## Properties
SMILES string: [H]/N=C(/C)N(C)C.C=C
E_LUMO (eV): 0.87
Energy above the lowest of the compared OMol25 structures with the same formula, charge and spin (eV): 1.942
Kohn-Sham gap (eV): 9.27

=====

Record 4
C6H14N2 in the gas phase in a non-equilibrium geometry, computed with ωB97M-V with the def2-TZVPD basis set.

Structure (XYZ):
```
22
Properties=species:S:1:pos:R:3:forces:R:3
C -0.258 -1.252 -1.048 -0.14 -1.18 1.10
C -1.932 2.021 -0.328 0.26 0.22 0.40
C 1.921 -0.055 0.368 -0.02 0.02 -0.48
C 0.353 -0.826 2.190 0.12 -0.33 0.22
N -1.148 0.993 -0.980 0.09 -1.12 1.65
C 0.550 -0.575 0.715 0.16 -0.14 0.80
N 0.633 -1.082 -2.078 -0.03 0.76 0.49
C -0.655 -0.297 -0.017 -0.80 2.71 -4.77
H -0.410 1.390 -1.557 0.01 -0.21 0.39
H -0.964 -2.059 -1.220 0.42 -0.36 0.28
H 1.311 -0.338 -1.998 -0.12 -0.28 -0.29
H 0.826 -1.825 -2.733 0.00 0.11 0.46
H -1.585 -0.579 0.473 0.23 -0.07 0.00
H -2.577 2.561 -1.034 0.19 -0.09 0.01
H -2.597 1.559 0.412 0.09 0.03 -0.13
H -1.312 2.754 0.209 -0.22 0.12 0.05
H 2.524 -0.821 -0.137 0.01 0.06 -0.10
H 1.919 0.842 -0.270 -0.10 -0.13 0.05
H -0.627 -1.261 2.410 0.16 -0.08 -0.05
H 1.130 -1.483 2.598 -0.14 -0.01 -0.01
H 2.489 0.222 1.260 -0.21 -0.05 0.07
H 0.411 0.110 2.767 0.03 0.03 -0.13
```
Positions in Å, forces in eV/Å.

## Properties
E_LUMO (eV): 0.91
Energy above the lowest of the compared OMol25 structures with the same formula, charge and spin (eV): 4.048
Kohn-Sham gap (eV): 7.45

=====

Record 5
C6H14N2 in the gas phase in a non-equilibrium geometry, computed with ωB97M-V with the def2-TZVPD basis set.

Structure (XYZ):
```
22
Properties=species:S:1:pos:R:3:forces:R:3
C -0.112 -0.204 0.255 -0.92 0.49 -2.68
C -0.255 0.125 -1.515 -1.78 -0.95 0.79
C -0.152 -1.727 0.215 0.61 0.18 0.83
C -1.336 0.407 0.912 0.13 0.06 -0.03
C -0.476 1.523 -2.044 0.20 -0.05 0.44
N 2.148 -0.509 1.778 -0.22 -0.91 -0.79
C 1.287 0.410 1.118 1.11 1.25 -0.82
N 1.190 0.693 -0.180 2.26 -0.57 1.51
H 2.189 -1.411 1.322 0.33 -0.01 -0.27
H 2.023 -0.682 2.766 -0.39 0.51 0.05
H 1.293 1.329 1.720 -1.23 -0.22 0.85
H 0.482 -0.433 -2.084 0.28 0.09 0.47
H -1.191 -0.433 -1.597 -0.36 -0.02 -0.28
H -0.101 -2.130 1.228 -0.01 -0.08 0.13
H -1.085 -2.091 -0.217 0.01 0.18 -0.13
H 0.694 -2.135 -0.334 -0.02 0.01 -0.19
H -1.218 1.484 1.015 -0.02 0.00 0.12
H -2.233 0.224 0.317 -0.02 -0.06 -0.17
H -1.514 -0.056 1.885 0.07 0.18 0.09
H 0.442 2.104 -2.036 0.00 -0.02 0.02
H -1.228 2.048 -1.454 -0.03 0.05 0.02
H -0.848 1.461 -3.070 0.01 -0.12 0.04
```
Positions in Å, forces in eV/Å.

## Properties
E_LUMO (eV): 0.88
Energy above the lowest of the compared OMol25 structures with the same formula, charge and spin (eV): 5.085
Kohn-Sham gap (eV): 8.58

=====

Record 6
A 2-piece molecular cluster, C6H14N2 overall, computed with ωB97M-V with the def2-TZVPD basis set.

Structure (XYZ):
```
22
Properties=species:S:1:pos:R:3:forces:R:3
C 2.013 -1.169 1.838 -0.08 0.78 -0.14
C 3.084 -1.923 2.060 -0.26 -0.08 0.01
C 1.589 -1.301 -0.402 0.11 -0.17 0.65
N 1.121 -1.358 0.773 -0.04 -0.66 -0.07
H 1.730 -0.340 2.480 0.16 -0.04 0.08
H 3.224 -2.831 1.487 0.25 0.12 -0.12
H 3.763 -1.696 2.868 -0.09 -0.12 0.12
H 0.983 -1.665 -1.224 -0.09 0.38 -0.21
H 2.612 -0.948 -0.554 0.04 -0.18 -0.33
C -0.883 1.884 0.794 -0.07 0.03 0.13
C -1.574 0.874 -0.091 0.12 -0.44 -0.55
N -1.520 1.272 -1.497 -0.51 0.16 0.21
C -2.261 0.341 -2.341 0.48 0.48 0.17
H -0.824 1.520 1.820 -0.09 0.09 0.03
H -1.434 2.824 0.760 0.05 0.02 0.14
H 0.138 2.097 0.473 0.06 -0.12 -0.13
H -2.630 0.773 0.180 -0.01 0.22 0.05
H -1.164 -0.141 0.029 0.16 0.12 0.22
H -0.565 1.421 -1.789 0.05 -0.20 -0.11
H -2.243 0.672 -3.378 0.01 0.02 -0.05
H -1.866 -0.682 -2.293 -0.20 -0.11 0.03
H -3.293 0.375 -1.993 -0.06 -0.29 -0.13
```
Positions in Å, forces in eV/Å.

## Properties
SMILES string: C=CN=C.CCNC
E_LUMO (eV): 0.87
Energy above the lowest of the compared OMol25 structures with the same formula, charge and spin (eV): 2.173
Kohn-Sham gap (eV): 9.41

=====

Record 7
C6H14N2 in the gas phase in a non-equilibrium geometry, computed with ωB97M-V with the def2-TZVPD basis set.

Structure (XYZ):
```
22
Properties=species:S:1:pos:R:3:forces:R:3
C -1.325 -1.422 0.126 -0.89 -4.11 -1.03
C 1.046 -0.064 -1.514 0.55 3.30 2.02
C 1.056 1.484 0.554 -3.42 0.14 -1.52
C 1.872 -0.833 0.770 -1.78 1.20 -0.33
C -2.650 0.647 0.005 -0.61 3.26 1.83
C 0.890 0.067 -0.018 0.50 0.65 1.94
N -1.632 -0.179 -0.499 2.59 -1.01 2.02
N -0.585 -0.318 0.439 2.09 1.42 -3.32
H -2.000 -1.778 0.909 0.08 -0.14 0.20
H -0.899 -2.217 -0.582 -0.40 0.85 0.96
H 1.031 -1.023 -1.770 -0.10 -4.11 -1.45
H 0.390 0.534 -2.086 -1.02 0.54 -0.44
H 2.027 0.358 -1.681 0.57 -0.08 -0.18
H 0.586 1.319 1.557 0.83 1.23 -0.48
H 0.438 2.244 -0.130 1.14 -1.42 1.72
H 2.072 1.773 0.520 1.00 0.34 0.38
H 1.702 -1.821 0.540 0.19 -2.50 -1.37
H 2.868 -0.502 0.627 0.96 0.14 -0.30
H 1.653 -0.901 1.805 -0.24 0.87 1.33
H -3.617 0.189 -0.154 -0.20 0.20 -0.15
H -2.480 0.867 1.181 -0.68 -0.53 -2.69
H -2.442 1.576 -0.599 -1.17 -0.25 0.84
```
Positions in Å, forces in eV/Å.

## Properties
E_LUMO (alpha / beta) (eV): 0.82 / -4.10
Energy above the lowest of the compared OMol25 structures with the same formula, charge and spin (eV): 3.273
Kohn-Sham gap (alpha / beta) (eV): 3.05 / 7.31
Multiplicity: 3
⟨S²⟩: 2.004

=====

Record 8
C6H14N2 as an isolated structure in a non-equilibrium geometry, computed with ωB97M-V with the def2-TZVPD basis set.

Structure (XYZ):
```
22
Properties=species:S:1:pos:R:3:forces:R:3
C 0.757 1.418 -1.123 0.84 1.01 -2.13
C 1.339 0.353 -0.198 2.04 0.29 -0.04
C 0.602 -1.011 -0.258 -0.32 0.62 3.77
C -0.930 -1.069 -0.333 2.16 0.62 1.61
C -1.460 -1.883 -1.325 -0.33 1.54 0.96
C -1.353 0.528 1.576 -0.28 1.02 0.45
N -1.689 -0.458 0.589 -0.68 -0.26 -0.74
N 1.621 0.808 1.231 2.18 -1.38 -1.06
H 1.048 1.306 -2.237 0.18 -0.36 1.71
H 1.179 2.457 -0.931 -0.92 -1.23 0.19
H -0.326 1.379 -1.302 -0.14 0.38 0.90
H 2.397 0.167 -0.585 -1.28 -0.11 0.14
H 0.845 -1.639 0.755 -0.26 1.13 -2.50
H 1.009 -1.419 -1.125 0.42 -1.46 -1.20
H -0.836 -2.304 -2.031 1.54 -1.17 -1.18
H -2.462 -1.947 -1.564 -2.36 -0.22 -0.09
H -1.168 0.046 2.667 0.28 0.90 -2.31
H -2.349 1.151 1.711 2.11 -1.07 -0.15
H -2.708 -0.671 0.492 0.62 0.39 0.12
H 2.361 1.556 1.207 -1.42 -0.08 -0.15
H -0.187 1.202 1.190 -2.14 -1.94 1.74
H 2.310 0.031 1.593 -2.24 1.39 -0.06
```
Positions in Å, forces in eV/Å.

## Properties
E_LUMO (eV): -13.50
Energy above the lowest of the compared OMol25 structures with the same formula, charge and spin (eV): 7.217
Charge: +2
Kohn-Sham gap (eV): 4.49

=====

Record 9
An isolated ion of composition C6H14N2 and charge +2 in a non-equilibrium geometry, computed with ωB97M-V with the def2-TZVPD basis set.

Structure (XYZ):
```
22
Properties=species:S:1:pos:R:3:forces:R:3
C -1.497 -0.615 2.166 3.57 -0.45 -2.58
C -1.252 0.708 1.438 0.58 -1.96 -1.98
C -0.959 0.437 -0.137 0.92 1.98 0.64
C 0.351 -0.328 -0.297 1.06 -1.47 -0.13
C 1.052 -0.428 -1.462 -1.43 0.93 0.86
N 2.254 -1.172 -1.696 1.05 3.21 -1.92
C 3.184 -0.565 -2.462 -1.09 -2.39 1.98
N -2.456 1.630 1.708 3.71 2.48 -0.65
H -0.952 -0.588 3.024 0.84 0.58 3.35
H -0.773 -1.439 1.748 -2.37 1.02 -0.03
H -2.487 -0.849 2.370 -1.78 -0.87 -0.10
H -0.286 1.184 1.686 -0.93 0.23 0.87
H -0.714 1.491 -0.609 -1.39 -2.13 0.27
H -1.704 -0.258 -0.550 -0.30 0.96 -0.33
H 0.625 -0.954 0.611 0.14 0.74 -1.43
H 0.845 0.130 -2.378 -0.55 0.14 0.55
H 2.231 -2.116 -1.326 1.19 -0.19 0.05
H 3.037 0.425 -2.991 -0.14 -1.25 1.02
H 4.145 -1.098 -2.496 -0.42 0.29 -0.49
H -2.596 1.678 2.745 -0.31 -0.09 -1.02
H -1.941 2.625 1.419 -2.90 -2.64 0.62
H -3.293 1.303 1.177 0.57 0.87 0.45
```
Positions in Å, forces in eV/Å.

## Properties
SMILES string: C=[NH+]/C=C/C[C@H](C)[NH3+]
E_LUMO (eV): -8.55
Energy above the lowest of the compared OMol25 structures with the same formula, charge and spin (eV): 2.379
Charge: +2
Kohn-Sham gap (eV): 9.14

=====

Record 10
A 3-piece molecular cluster, C6H14N2O overall in a non-equilibrium geometry, computed with ωB97M-V with the def2-TZVPD basis set.

Structure (XYZ):
```
23
Properties=species:S:1:pos:R:3:forces:R:3
C 0.530 0.273 0.382 0.36 -3.36 3.66
C -0.432 0.032 -0.554 -0.57 3.38 -4.02
C -0.293 1.867 -1.547 -0.02 -1.94 0.27
C 0.940 -0.566 -0.800 1.52 1.08 -0.11
C -0.170 -1.247 1.710 1.82 1.52 -0.53
C -1.835 -0.401 -0.759 -0.22 -0.10 0.42
N 1.145 1.330 1.054 -0.37 0.89 -0.24
N 0.263 -2.585 1.484 -0.16 0.12 -0.22
O 0.979 2.459 -1.650 -0.54 -0.73 0.39
H 1.323 2.518 -0.744 -0.04 -0.03 -0.12
H 0.546 1.808 1.720 0.12 -0.14 -0.04
H 2.039 1.096 1.469 -0.25 -0.10 -0.09
H -0.177 -3.005 0.673 0.06 0.06 0.07
H 1.267 -2.657 1.366 -0.12 0.02 0.05
H -0.633 1.606 -2.548 -0.02 0.10 0.04
H -1.012 2.514 -1.034 -0.02 -0.25 0.15
H 1.667 -1.320 -0.471 -1.54 -1.27 0.00
H 1.403 -0.190 -1.720 -0.05 0.80 0.51
H -1.248 -1.175 1.833 0.01 0.11 -0.43
H 0.307 -0.830 2.597 0.03 -0.09 0.11
H -2.507 0.154 -0.100 -0.04 -0.05 -0.03
H -2.140 -0.209 -1.792 0.08 -0.06 0.10
H -1.960 -1.470 -0.569 -0.02 0.04 0.05
```
Positions in Å, forces in eV/Å.

## Properties
E_LUMO (eV): 0.78
Energy above the lowest of the compared OMol25 structures with the same formula, charge and spin (eV): 6.914
Kohn-Sham gap (eV): 7.43

=====

Record 11
C6H14N2O as an isolated structure in a non-equilibrium geometry, computed with ωB97M-V with the def2-TZVPD basis set.

Structure (XYZ):
```
23
Properties=species:S:1:pos:R:3:forces:R:3
C 0.699 -0.913 0.012 -0.23 1.56 1.69
C 0.917 -0.460 -1.406 -0.61 -0.25 0.10
C 0.847 1.742 1.102 0.18 -0.02 -0.19
C -0.664 0.204 2.175 0.01 -0.26 -0.03
N -0.055 0.615 0.916 -0.23 -0.99 -1.55
N -1.802 0.314 -1.172 0.14 0.34 0.96
C -1.464 -0.682 -2.012 0.85 -0.39 0.03
C -0.182 -1.149 -2.158 -0.54 0.34 -0.83
O 1.745 -1.464 0.677 -0.20 0.53 0.26
H 2.564 -1.013 0.428 -0.06 -0.10 -0.08
H -0.199 -1.480 0.212 0.05 -0.14 -0.21
H -0.926 0.726 0.034 0.66 -0.61 0.14
H -2.808 0.421 -1.119 0.14 0.18 -0.10
H 0.826 0.628 -1.497 0.01 -0.02 0.05
H 1.911 -0.759 -1.749 -0.04 -0.03 0.09
H -2.240 -1.161 -2.611 -0.03 0.00 0.10
H 0.051 -1.980 -2.804 -0.04 0.05 -0.14
H 1.286 2.033 0.147 -0.05 0.00 0.02
H 0.324 2.613 1.514 -0.03 -0.16 -0.07
H 1.661 1.490 1.793 -0.07 -0.06 -0.01
H -1.206 1.032 2.646 0.05 -0.03 -0.15
H 0.085 -0.154 2.890 0.04 0.02 -0.10
H -1.371 -0.603 1.983 -0.02 0.03 0.01
```
Positions in Å, forces in eV/Å.

## Properties
E_LUMO (eV): 0.53
Energy above the lowest of the compared OMol25 structures with the same formula, charge and spin (eV): 4.071
Kohn-Sham gap (eV): 6.93

=====

Record 12
C6H14N2O in the gas phase in a non-equilibrium geometry, computed with ωB97M-V with the def2-TZVPD basis set.

Structure (XYZ):
```
23
Properties=species:S:1:pos:R:3:forces:R:3
C 0.417 -0.451 0.068 4.24 0.80 -1.91
C -0.623 0.465 -0.487 -3.14 -2.23 1.84
C -2.035 0.005 0.386 1.62 1.62 -1.28
C 0.781 -0.259 1.536 -0.26 -0.05 -0.21
C 0.185 -1.920 -0.261 0.01 0.22 0.09
N -0.475 1.869 -0.368 0.10 1.20 0.56
C 1.900 0.017 -0.746 -1.56 -0.32 1.85
O -3.134 0.504 -0.318 -0.53 0.22 -0.29
N 2.041 1.177 -1.218 -0.21 -0.18 -0.60
H -2.897 1.398 -0.605 -0.02 -0.09 0.16
H -0.844 0.210 -1.527 0.03 -0.06 0.08
H 0.193 2.118 0.371 -0.56 -0.15 -0.35
H -0.067 2.265 -1.205 -0.02 -0.20 0.10
H 2.948 1.387 -1.640 0.08 -0.38 0.33
H -2.207 -1.056 0.551 0.30 -0.06 -0.29
H -1.957 0.503 1.361 0.15 -0.06 0.02
H 2.750 -0.676 -0.609 -0.32 -0.19 -0.26
H -0.260 -2.040 -1.247 0.01 -0.04 -0.09
H 0.974 0.787 1.764 0.03 0.05 0.12
H 1.676 -0.832 1.771 0.11 -0.01 0.04
H -0.016 -0.624 2.182 -0.07 0.03 0.08
H 1.127 -2.465 -0.230 0.06 -0.07 -0.02
H -0.478 -2.381 0.470 -0.05 -0.05 0.02
```
Positions in Å, forces in eV/Å.

## Properties
SMILES string: [H]/N=C/C(C)(C)[C@H](N)CO
E_LUMO (eV): 0.80
Energy above the lowest of the compared OMol25 structures with the same formula, charge and spin (eV): 2.604
Kohn-Sham gap (eV): 9.08